(1)
# C32H42IrN4O3PS4

C32H42IrN4O3PS4 as an isolated structure (wB97M-V/def2-TZVPD, OMol25).

CARTESIAN COORDINATES (ANGSTROEM)
1 Ir 0.126 -0.330 -0.122
2 O -6.615 -0.192 0.414
3 C -5.435 -0.293 0.316
4 S -4.347 -0.531 1.713
5 C -2.869 -0.568 0.804
6 C -2.970 -0.419 -0.581
7 S -1.643 -0.487 -1.631
8 S -4.563 -0.214 -1.242
9 S -1.396 -0.830 1.588
10 O 1.491 -0.102 1.395
11 C 2.666 0.477 1.410
12 C 3.420 0.359 2.599
13 C 4.668 0.919 2.717
14 C 5.234 1.627 1.651
15 C 4.511 1.768 0.494
16 C 3.222 1.222 0.353
17 C 2.482 1.451 -0.872
18 N 1.371 0.853 -1.286
19 C 1.019 1.410 -2.502
20 C 1.937 2.343 -2.839
21 N 2.849 2.355 -1.809
22 H 2.975 -0.201 3.412
23 H 5.219 0.805 3.641
24 H 6.226 2.048 1.734
25 H 4.967 2.301 -0.332
26 H 0.118 1.123 -3.014
27 H 2.020 2.991 -3.692
28 H 3.637 2.973 -1.730
29 C -1.741 3.466 -1.561
30 N -1.186 3.858 -0.279
31 C -1.152 5.289 -0.014
32 C -1.189 5.547 1.475
33 C -0.085 4.749 2.130
34 N -0.167 3.342 1.750
35 C 0.310 2.403 2.751
36 C -0.691 2.926 0.578
37 O -0.759 1.716 0.251
38 H -2.797 3.743 -1.615
39 H -1.654 2.393 -1.689
40 H -1.209 3.974 -2.370
41 H -2.014 5.739 -0.508
42 H -0.254 5.732 -0.461
43 H -2.155 5.235 1.877
44 H -1.065 6.609 1.681
45 H -0.171 4.797 3.215
46 H 0.899 5.150 1.864
47 H -0.299 2.482 3.654
48 H 1.346 2.633 3.009
49 H 0.260 1.389 2.378
50 C 3.422 -1.459 -1.723
51 C 2.836 -2.632 -0.929
52 C 3.147 -3.892 -1.759
53 C 3.594 -2.698 0.401
54 P 0.953 -2.436 -0.704
55 C 0.398 -2.830 -2.406
56 C -0.126 -4.054 -2.816
57 C -0.421 -4.289 -4.152
58 C -0.186 -3.312 -5.106
59 C 0.348 -2.093 -4.715
60 C 0.633 -1.860 -3.380
61 C 0.322 -3.748 0.502
62 C 0.676 -3.288 1.932
63 C -1.208 -3.851 0.376
64 C 0.892 -5.173 0.362
65 H 4.483 -1.668 -1.875
66 H 3.351 -0.518 -1.189
67 H 2.972 -1.356 -2.708
68 H 4.229 -3.908 -1.911
69 H 2.681 -3.863 -2.743
70 H 2.879 -4.822 -1.271
71 H 4.663 -2.669 0.181
72 H 3.407 -3.624 0.936
73 H 3.369 -1.858 1.061
74 H -0.301 -4.848 -2.114
75 H -0.830 -5.247 -4.445
76 H -0.416 -3.499 -6.147
77 H 0.537 -1.319 -5.448
78 H 1.037 -0.898 -3.092
79 H 0.224 -2.342 2.215
80 H 1.745 -3.198 2.086
81 H 0.306 -4.051 2.621
82 H -1.695 -2.884 0.336
83 H -1.587 -4.375 1.257
84 H -1.517 -4.415 -0.497
85 H 1.938 -5.226 0.650
86 H 0.782 -5.623 -0.622
87 H 0.339 -5.798 1.066

Properties
Gap between HOMO and LUMO (spin up / spin down): 7.72 / 5.99 eV
Spin multiplicity: 2
Charge: +1
LUMO level (spin up / spin down): -2.2 / -4.4 eV


(2)
# C5H6N

A 2-piece molecular cluster, C5H6N overall (wB97M-V/def2-TZVPD, OMol25).

CARTESIAN COORDINATES (ANGSTROEM)
1 C 0.408 -0.693 -1.165
2 C 0.316 -1.585 -0.126
3 C 3.260 1.172 -0.133
4 C -0.659 -0.622 -0.289
5 C -1.722 0.099 0.400
6 N 2.208 0.854 -0.345
7 H 0.875 -0.194 -1.995
8 H 0.554 -2.297 0.541
9 H 4.324 1.082 0.129
10 H -2.650 -0.644 0.534
11 H -2.130 1.033 -0.141
12 H -1.479 0.388 1.503

Properties
Gap between HOMO and LUMO: 12.57 eV
Charge: +1
LUMO level: -4.3 eV


(3)
# C3H7O

A 2-piece molecular cluster, C3H7O overall (wB97M-V/def2-TZVPD, OMol25).

CARTESIAN COORDINATES (ANGSTROEM)
1 C -1.651 0.592 -1.512
2 O -1.024 -0.464 -0.960
3 H -1.390 1.580 -1.034
4 H -1.466 0.749 -2.609
5 H -2.777 0.576 -1.441
6 C 1.942 0.023 1.784
7 C 0.989 -0.347 0.930
8 H 1.705 0.295 2.806
9 H 2.965 0.152 1.443
10 H -0.050 -0.394 1.222
11 H 1.201 -0.627 -0.091

Properties
Gap between HOMO and LUMO: 6.21 eV
Charge: -1
LUMO level: 4.2 eV


(4)
# C2H6N2

One molecule with the formula C2H6N2 (wB97M-V/def2-TZVPD, OMol25).

CARTESIAN COORDINATES (ANGSTROEM)
1 C -0.345 0.186 0.678
2 C -0.430 0.084 -0.661
3 N 0.595 0.593 -1.582
4 N -0.365 -0.880 1.660
5 H 0.346 1.006 1.085
6 H -0.889 -0.739 -1.083
7 H 0.654 0.283 -2.551
8 H 0.506 1.614 -1.687
9 H 0.376 -1.553 1.548
10 H -0.448 -0.595 2.594

Properties
Gap between HOMO and LUMO: 9.17 eV
LUMO level: 1.2 eV
SMILES: N/C=C/N


Going through the records in order, we get total energy values of -3727.72099; -248.47341; -193.67423; -189.23643 a.u..
Going through the records in order, we get relative energy (zero: lowest compared OMol25 entry of this formula, charge and spin) values of 0.0; 89.3; 35.6; 58.4 kcal/mol.